Here is the ion C13H6ClF4O4S with charge -1 in a non-equilibrium geometry from the Open Molecules 2025 dataset. Energies are from ωB97M-V/def2-TZVPD.

Properties
**Total charge**: -1
**Relative energy (zero: lowest compared OMol25 entry of this formula, charge and spin)**: 0.0 kJ/mol
**Highest occupied orbital energy**: -5.1831 eV
**Gap between HOMO and LUMO**: 7.8 eV

The geometry in XYZ format:
```
29
C13H6ClF4O4S, DFT ωB97M-V/def2-TZVPD
H 2.10 1.17 -2.22
O 0.16 0.82 3.21
F 2.47 -2.99 3.33
O 0.12 -4.44 3.10
F 2.48 -0.51 2.22
H 1.88 2.74 -4.06
S 0.33 -0.51 -0.76
C -0.01 0.80 -2.01
C 0.96 2.36 -3.60
C -0.31 2.71 -4.08
C 0.12 -3.20 3.02
O -0.58 -1.60 -0.99
C 0.04 0.27 0.92
C -1.13 -2.40 3.12
Cl -1.52 1.08 0.67
C 1.31 -1.12 2.48
F -2.22 -3.06 3.53
H -2.21 0.81 -1.93
H -0.40 3.45 -4.88
C -1.19 -1.11 2.81
C -1.44 2.17 -3.43
F -2.31 -0.43 3.01
C -1.30 1.26 -2.37
H 0.81 1.08 0.88
C 1.09 1.47 -2.53
C 1.35 -2.39 2.93
C 0.06 -0.21 2.35
O 1.76 -0.67 -0.92
H -2.44 2.47 -3.79
```